Entry 1:
88
Properties=species:S:1:pos:R:3:lowdin_charge:R:1 method="wB97M-V/def2-TZVPD" gap_ev="3.185 / 3.242" total_charge=-1 energy_ha=-3697.97839
C 1.68 1.41 -5.52 -0.051
C 1.92 1.08 -4.08 -0.338
H 2.59 1.29 -6.12 0.074
H 1.42 2.47 -5.57 0.077
H 0.91 0.79 -5.99 0.070
C 3.05 1.57 -3.43 -0.174
C 4.24 2.14 -4.14 -0.180
H 3.09 1.58 -2.33 0.064
H 4.04 3.22 -4.28 0.051
H 4.52 1.69 -5.12 0.055
H 5.18 2.09 -3.54 0.058
Cd -1.97 1.97 1.27 0.859
Cl -2.31 -0.90 -0.09 0.173
Cl -4.21 2.78 1.35 -0.457
C 1.03 -2.26 2.19 -0.305
O 0.78 -1.24 2.86 -0.047
N 2.07 -3.08 2.43 -0.190
C 2.95 -2.87 3.57 -0.039
C 2.25 -4.31 1.68 -0.065
H 0.40 -2.58 1.32 0.135
H 2.69 -1.92 4.05 0.085
H 3.99 -2.85 3.23 0.086
H 2.84 -3.69 4.29 0.090
H 1.71 -4.25 0.73 0.088
H 1.89 -5.18 2.24 0.086
H 3.32 -4.46 1.46 0.083
H 1.73 4.12 -0.66 0.091
H 3.65 2.45 -0.16 0.086
C 1.42 4.07 0.40 -0.087
C 3.33 2.55 0.89 -0.059
N 1.89 2.80 0.97 -0.218
H 0.33 4.12 0.46 0.040
C 1.14 2.09 1.83 -0.398
O 0.06 2.48 2.38 -0.215
H 3.56 1.62 1.43 0.069
H 1.53 1.08 2.03 0.118
H 1.87 4.91 0.95 0.084
H 3.88 3.39 1.36 0.089
O 0.51 1.12 -3.15 -0.302
C 1.15 -0.09 -3.40 -0.276
C 2.13 -0.18 -1.05 -0.050
C 1.86 -0.79 -2.29 -0.154
H 1.62 0.75 -0.82 0.035
C 3.07 -0.73 -0.17 -0.094
H 0.59 -0.69 -4.13 0.140
C 2.41 -2.08 -2.49 -0.038
H 3.27 -0.25 0.78 0.071
C 3.77 -1.90 -0.48 -0.124
C 3.38 -2.59 -1.63 -0.116
H 2.05 -2.66 -3.34 0.107
H 4.53 -2.31 0.18 0.092
H 3.84 -3.56 -1.83 0.092
Si -1.73 2.05 -2.99 0.570
Cl -0.57 1.85 -0.56 0.107
C -2.52 3.71 -2.49 -0.238
C -3.25 0.94 -2.79 -0.246
C -1.06 2.16 -4.68 -0.213
H -2.91 3.75 -1.46 -0.007
H -3.39 3.87 -3.15 0.032
H -1.85 4.57 -2.64 0.020
H -0.26 2.91 -4.70 0.047
H -1.88 2.47 -5.35 0.044
H -0.71 1.17 -5.01 0.028
H -3.03 -0.12 -2.94 0.000
H -3.97 1.26 -3.57 0.034
H -3.75 1.06 -1.81 0.007
C -4.74 -2.76 3.67 -0.182
N -3.30 -3.10 3.58 -0.186
C -2.51 -2.28 4.52 -0.172
N -2.75 -0.82 4.35 -0.174
C -4.20 -0.53 4.44 -0.172
N -5.01 -1.31 3.46 -0.175
C -4.76 -0.90 2.08 -0.294
P -2.99 -1.23 1.78 0.493
C -2.80 -3.01 2.21 -0.285
C -2.16 -0.29 3.12 -0.363
H -5.06 -3.04 4.68 0.118
H -5.30 -3.33 2.91 0.118
H -1.44 -2.49 4.40 0.119
H -2.84 -2.56 5.54 0.117
H -4.37 0.54 4.25 0.125
H -4.53 -0.81 5.45 0.119
H -5.36 -1.50 1.39 0.091
H -4.98 0.17 1.92 0.032
H -1.75 -3.33 2.14 0.078
H -3.42 -3.61 1.53 0.094
H -2.38 0.81 3.09 -0.017
H -1.07 -0.45 3.11 0.055

=====

Entry 2:
82
Properties=species:S:1:pos:R:3:lowdin_charge:R:1 method="wB97M-V/def2-TZVPD" gap_ev=8.119 energy_ha=-1866.60429
C 1.23 1.51 -1.59 -0.108
O 1.70 0.49 -2.54 -0.212
C 1.44 -0.88 -2.08 -0.135
C 0.19 -1.64 -2.84 -0.358
C -0.25 -3.15 -2.36 -0.164
P 0.23 -3.60 -0.56 0.741
O -0.40 -2.63 0.54 -0.390
O -0.43 -5.19 -0.23 -0.231
O 1.97 -3.59 -0.27 -0.225
N 0.70 -1.67 -4.29 0.049
C 0.08 -0.52 -5.12 -0.247
O 0.49 -0.30 -6.38 -0.033
C -1.04 0.32 -4.21 -0.014
C -1.24 -0.86 -3.05 -0.184
C -2.23 -0.56 -1.78 -0.159
O -1.82 0.64 -1.03 -0.166
C -2.41 0.67 0.32 -0.129
C -3.90 0.12 0.75 -0.012
C -4.50 0.25 2.29 -0.051
C -3.51 0.94 3.42 -0.088
C -2.00 1.48 3.05 -0.062
C -1.44 1.34 1.51 0.014
H 2.07 2.29 -1.27 0.095
H 0.38 2.18 -2.10 0.103
H 0.76 1.10 -0.60 0.074
H 2.41 -1.51 -2.37 0.154
H 1.38 -0.97 -0.89 0.129
H -1.40 -3.39 -2.47 0.120
H 0.30 -3.95 -3.06 0.130
H -1.30 -5.23 -0.76 0.089
H 2.08 -3.27 0.69 0.106
H 0.07 -2.45 -4.65 0.120
H -1.91 0.45 -4.99 0.137
H -0.41 1.27 -3.92 0.118
H -1.89 -1.64 -3.67 0.149
H -3.36 -0.50 -2.12 0.140
H -2.17 -1.53 -1.08 0.127
H -4.55 -0.37 -0.09 0.079
H -5.56 -0.15 2.55 0.085
H -3.90 1.04 4.52 0.081
H -1.34 1.95 3.89 0.084
H -0.34 1.72 1.26 0.088
C -2.21 -2.44 4.55 -0.113
C -2.27 -3.32 3.30 -0.273
C -3.48 -4.26 3.28 -0.226
C -3.52 -5.29 4.42 -0.230
C -2.30 -6.21 4.51 -0.272
C -2.12 -7.08 3.27 -0.114
H -2.11 -3.04 5.46 0.064
H -1.34 -1.77 4.50 0.069
H -3.11 -1.83 4.63 0.059
H -1.34 -3.89 3.21 0.097
H -2.32 -2.67 2.42 0.086
H -3.50 -4.78 2.32 0.097
H -4.39 -3.66 3.33 0.106
H -4.42 -5.90 4.29 0.107
H -3.64 -4.77 5.38 0.100
H -2.42 -6.86 5.38 0.103
H -1.39 -5.63 4.68 0.099
H -3.00 -7.71 3.11 0.075
H -1.26 -7.74 3.40 0.069
H -1.95 -6.48 2.38 0.056
C 4.79 8.58 -0.85 -0.117
C 4.73 7.70 -2.10 -0.275
C 3.52 6.77 -2.12 -0.228
C 3.48 5.74 -0.98 -0.230
C 4.70 4.81 -0.89 -0.273
C 4.88 3.94 -2.13 -0.109
H 4.89 7.98 0.06 0.066
H 5.66 9.25 -0.91 0.070
H 3.89 9.19 -0.77 0.076
H 5.66 7.14 -2.19 0.099
H 4.68 8.36 -2.98 0.105
H 3.50 6.25 -3.08 0.101
H 2.61 7.37 -2.07 0.109
H 2.58 5.12 -1.11 0.102
H 3.36 6.25 -0.02 0.101
H 4.58 4.16 -0.02 0.103
H 5.61 5.39 -0.72 0.099
H 3.99 3.31 -2.29 0.059
H 5.74 3.28 -2.00 0.072
H 5.05 4.54 -3.03 0.068

=====

Entry 3:
79
Properties=species:S:1:pos:R:3:lowdin_charge:R:1 method="wB97M-V/def2-TZVPD" gap_ev="6.638 / 4.852" total_charge=+2 energy_ha=-1930.31370 s2=3.795 multiplicity=4
Re 0.27 -1.01 -1.93 1.097
C 1.53 -2.98 -1.74 -0.254
C 0.71 -2.72 -0.62 -0.329
C -0.69 -2.90 -2.47 -0.309
C 0.69 -2.95 -2.90 -0.323
C -0.68 -2.70 -1.04 -0.333
C 2.92 -3.54 -1.65 0.020
H 3.05 -3.99 -0.67 0.099
H 3.68 -2.76 -1.80 0.081
H 3.05 -4.33 -2.40 0.107
C 1.11 -3.20 -4.31 0.010
H 1.93 -3.93 -4.32 0.104
H 1.42 -2.27 -4.80 0.071
H 0.27 -3.62 -4.87 0.092
C -1.84 -3.10 -3.40 -0.009
H -1.68 -4.00 -4.01 0.110
H -1.90 -2.24 -4.08 0.062
H -2.77 -3.22 -2.83 0.088
C -1.84 -2.63 -0.11 0.009
H -1.57 -2.92 0.91 0.103
H -2.70 -3.21 -0.46 0.108
H -2.13 -1.58 -0.07 0.051
C 1.21 -2.82 0.78 -0.009
H 1.21 -3.88 1.08 0.125
H 0.60 -2.26 1.51 0.057
H 2.25 -2.48 0.79 0.103
C 0.98 3.43 0.51 -0.140
C 1.39 3.33 1.78 -0.075
C 0.51 3.15 3.00 -0.176
C -0.24 1.86 3.07 -0.073
C -1.24 1.44 2.21 -0.150
C -1.95 2.20 1.30 -0.097
C -1.62 3.60 0.91 -0.177
C -0.37 3.78 -0.01 -0.177
H -0.12 4.03 3.20 0.121
H -0.01 1.21 3.92 0.102
H 1.18 3.08 3.87 0.115
H -0.36 4.83 -0.36 0.135
H 1.73 3.41 -0.29 0.092
H 2.44 3.49 2.02 0.111
H -0.53 3.19 -0.92 0.040
H -2.49 4.02 0.36 0.120
H -2.87 1.74 0.92 0.101
H -1.47 4.25 1.79 0.114
H 0.43 -0.45 3.10 0.037
H -1.64 0.42 2.31 0.108
P 2.13 0.22 -2.64 0.752
C 3.33 -0.58 -3.79 -0.207
H 4.16 0.10 -4.01 0.072
H 2.86 -0.88 -4.73 0.044
H 3.75 -1.48 -3.31 0.037
C 1.28 1.60 -3.53 -0.230
H 2.00 2.16 -4.13 0.075
H 0.81 2.27 -2.79 0.038
H 0.49 1.19 -4.18 0.009
C 3.36 1.06 -1.56 -0.206
H 4.05 1.66 -2.17 0.075
H 3.96 0.30 -1.03 0.069
H 2.87 1.70 -0.81 0.024
P -1.64 0.27 -2.54 0.786
C -3.29 -0.35 -1.95 -0.215
H -4.07 0.25 -2.45 0.072
H -3.37 -0.20 -0.86 0.050
H -3.44 -1.41 -2.19 0.032
C -2.13 2.03 -2.21 -0.233
H -3.03 2.28 -2.79 0.074
H -1.35 2.73 -2.52 0.042
H -2.36 2.15 -1.14 0.022
C -2.05 0.47 -4.36 -0.227
H -3.07 0.86 -4.42 0.066
H -2.00 -0.49 -4.89 0.035
H -1.36 1.19 -4.83 0.046
C 0.21 -1.84 4.48 -0.115
O 0.03 -1.33 3.16 -0.187
C 0.60 -0.05 -0.30 -0.249
O 0.93 0.48 0.70 0.126
H 1.26 -2.06 4.68 0.086
H -0.37 -2.76 4.58 0.089
H -0.14 -1.12 5.23 0.085

=====

Entry 4:
78
Properties=species:S:1:pos:R:3:lowdin_charge:R:1 method="wB97M-V/def2-TZVPD" gap_ev="6.598 / 6.628" total_charge=+1 energy_ha=-2385.48261 s2=6.009 multiplicity=5
Pm -0.07 0.08 1.21 1.357
C -0.85 -2.20 2.77 -0.320
C 0.46 -2.49 2.27 -0.344
C 0.68 -0.92 3.94 -0.276
C -0.70 -1.23 3.80 -0.283
C 1.40 -1.69 2.98 -0.311
C -2.11 -2.87 2.38 -0.059
H -2.12 -3.11 1.31 0.051
H -2.98 -2.24 2.60 0.073
H -2.26 -3.82 2.92 0.096
C -1.78 -0.66 4.65 -0.026
H -2.74 -1.14 4.44 0.074
H -1.88 0.42 4.48 0.068
H -1.56 -0.81 5.72 0.094
C 1.25 -0.02 4.96 -0.023
H 0.90 -0.30 5.97 0.094
H 0.96 1.02 4.77 0.063
H 2.35 -0.08 4.96 0.079
C 2.87 -1.77 2.85 -0.053
H 3.30 -2.57 3.47 0.097
H 3.34 -0.83 3.17 0.073
H 3.18 -1.96 1.81 0.056
C 0.80 -3.57 1.30 -0.051
H 1.07 -4.52 1.81 0.097
H 1.65 -3.29 0.67 0.062
H -0.05 -3.80 0.64 0.052
C -1.28 1.17 -3.68 -0.138
C -1.62 -0.12 -3.86 -0.180
C -1.05 -1.00 -4.95 -0.172
C 0.46 -0.76 -5.24 -0.163
C 1.27 -0.37 -4.05 -0.133
C 1.64 0.89 -3.74 -0.169
C 1.00 2.14 -4.26 -0.161
C -0.49 1.98 -4.65 -0.158
H -1.62 -0.83 -5.87 0.132
H 0.56 -0.04 -6.06 0.113
H -1.20 -2.06 -4.71 0.105
H -0.56 1.58 -5.67 0.112
H -1.74 1.76 -2.88 0.101
H -2.55 -0.53 -3.46 0.092
H -0.93 2.99 -4.69 0.125
H 1.09 2.96 -3.54 0.107
H 2.64 1.05 -3.31 0.094
H 1.57 2.47 -5.15 0.133
H 0.87 -1.71 -5.62 0.125
H 1.77 -1.22 -3.57 0.093
P -1.63 -0.71 -0.83 0.824
C -3.13 0.29 -1.12 -0.252
C -1.55 -2.26 -1.77 -0.233
P 1.89 0.32 -0.61 0.839
C -0.03 0.33 -1.32 -0.505
C 2.93 -0.91 -1.43 -0.270
C 2.50 2.01 -0.91 -0.252
H -3.12 1.18 -0.48 0.061
H -4.00 -0.31 -0.84 0.069
H -3.23 0.61 -2.16 0.017
H -1.09 -2.12 -2.75 0.014
H -2.56 -2.67 -1.89 0.077
H -0.95 -2.99 -1.21 0.035
H 2.22 2.38 -1.91 0.012
H 3.59 2.01 -0.79 0.072
H 2.08 2.70 -0.16 0.052
H -0.29 1.39 -1.48 0.048
H 0.17 -0.13 -2.28 -0.028
H 3.72 -1.19 -0.71 0.056
H 3.41 -0.53 -2.35 0.044
H 2.35 -1.81 -1.66 0.053
C 0.47 3.74 3.36 -0.054
C -0.68 2.74 3.37 -0.571
C -2.03 3.38 3.08 -0.056
O -0.44 1.69 2.47 -0.451
H 0.65 4.12 2.35 0.078
H 1.38 3.27 3.73 0.076
H 0.23 4.58 4.02 0.086
H -0.73 2.32 4.38 0.119
H -2.08 3.73 2.04 0.080
H -2.83 2.66 3.24 0.077
H -2.19 4.23 3.74 0.084

=====

Entry 5:
90
Properties=species:S:1:pos:R:3:lowdin_charge:R:1 method="wB97M-V/def2-TZVPD" gap_ev=7.348 total_charge=+1 energy_ha=-2644.06956
C 2.09 -2.74 -1.90 -0.080
C 2.38 -1.72 -0.82 -0.219
C 1.14 -0.90 -0.35 -0.622
Cl 1.16 -0.57 1.38 0.686
N -0.11 -1.56 -0.76 -0.127
N -0.74 -1.01 -1.84 0.250
C -1.77 -1.78 -2.02 -0.341
O -2.63 -1.62 -3.00 0.213
B -1.95 -1.65 -4.27 -0.724
O -1.72 -2.89 -4.79 0.223
O -1.60 -0.50 -4.91 0.239
N -1.83 -2.78 -1.10 0.057
C -2.84 -3.84 -1.01 -0.103
C -4.09 -3.41 -0.24 -0.110
C -5.11 -2.80 -1.22 -0.155
O -5.76 -1.72 -0.54 -0.030
C -6.41 -0.87 -1.42 -0.501
C -5.96 0.56 -1.34 0.029
O -7.28 -1.27 -2.15 0.138
C -0.76 -2.60 -0.31 -0.667
I -0.24 -3.81 1.29 1.119
H 1.42 -2.38 -2.67 0.069
H 3.00 -3.04 -2.43 0.063
H 1.69 -3.64 -1.46 0.061
H 3.11 -1.01 -1.18 0.115
H 2.77 -2.23 0.06 0.092
H 1.16 0.05 -0.84 0.108
H -0.78 -3.03 -4.91 0.123
H -0.69 -0.24 -4.79 0.125
H -3.10 -4.14 -2.02 0.144
H -2.37 -4.65 -0.48 0.080
H -3.89 -2.73 0.57 0.118
H -4.55 -4.31 0.13 0.109
H -4.61 -2.45 -2.11 0.109
H -5.86 -3.55 -1.47 0.135
H -6.82 1.17 -1.13 0.093
H -5.26 0.69 -0.52 0.080
H -5.47 0.84 -2.26 0.092
C -5.31 -4.30 4.62 -0.164
C -6.32 -5.24 3.96 -0.163
C -6.65 -4.50 2.68 -0.187
O -5.46 -3.76 2.32 -0.180
C -4.55 -3.78 3.42 -0.212
H -4.67 -4.79 5.36 0.114
H -5.84 -3.49 5.12 0.118
H -5.84 -6.20 3.73 0.115
H -7.19 -5.45 4.57 0.116
H -7.46 -3.78 2.83 0.123
H -6.92 -5.16 1.86 0.119
H -3.71 -4.44 3.16 0.108
H -4.15 -2.77 3.58 0.118
C 2.93 3.60 3.47 -0.155
C 2.02 2.62 2.75 -0.197
C 1.77 3.33 1.42 -0.211
O 2.95 4.09 1.15 -0.144
C 3.78 4.13 2.32 -0.197
H 3.53 3.16 4.26 0.116
H 2.34 4.41 3.90 0.116
H 2.55 1.68 2.58 0.077
H 1.10 2.40 3.28 0.111
H 0.92 4.02 1.49 0.120
H 1.59 2.64 0.60 0.098
H 4.65 3.49 2.14 0.120
H 4.12 5.15 2.49 0.094
C 2.60 9.74 2.89 -0.169
C 2.43 8.79 1.71 -0.165
C 3.09 7.52 2.23 -0.216
O 2.90 7.51 3.65 -0.147
C 2.42 8.79 4.07 -0.202
H 1.90 10.56 2.90 0.112
H 3.61 10.15 2.89 0.114
H 1.37 8.61 1.53 0.114
H 2.87 9.15 0.78 0.113
H 4.17 7.53 2.03 0.122
H 2.66 6.62 1.80 0.102
H 1.37 8.69 4.34 0.117
H 2.98 9.11 4.96 0.117
C 6.41 -1.33 -5.11 -0.166
C 7.16 -2.19 -4.11 -0.165
C 6.11 -2.42 -3.03 -0.201
O 4.84 -2.41 -3.70 -0.178
C 5.01 -1.92 -5.04 -0.199
H 6.83 -1.35 -6.11 0.116
H 6.40 -0.29 -4.77 0.116
H 7.44 -3.14 -4.57 0.117
H 8.07 -1.73 -3.72 0.116
H 6.11 -1.61 -2.30 0.116
H 6.23 -3.37 -2.51 0.118
H 4.90 -2.76 -5.73 0.119
H 4.23 -1.19 -5.26 0.114